Formula: ClNO3
Source: the Open Molecules 2025 dataset
Level of theory: wB97M-V/def2-TZVPD

Computed properties:
F_max: 2.863 eV Å⁻¹
energy above the lowest of the compared OMol25 structures with the same formula, charge and spin: 188.57 kJ/mol
Kohn-Sham gap (spin up / spin down): 8.092 / 9.074 eV
highest occupied orbital energy (spin up / spin down): -0.3614 / -0.3801 Ha

Positions of all 5 atoms, in Å:
N 0.95 -0.39 1.08
O -0.74 0.08 -0.94
O 0.84 0.08 0.00
O 0.30 -0.65 2.02
Cl -1.35 0.87 -2.15